No. 1
C2H7NO3S | the ωB97M-V functional and the def2-TZVPD basis

Summary:
frontier orbital gap: 10.57 eV
relative energy (zero: lowest compared OMol25 entry of this formula, charge and spin): 122.6 kJ/mol

XYZ file:
```
14
Properties=species:S:1:pos:R:3:forces:R:3
C -0.36039 -1.69409 0.73037 -0.8 -1.6 0.1
C -0.03403 -0.74096 1.77455 0.5 0.2 -1.3
N -0.01484 0.48818 1.47052 -0.1 -0.2 1.2
O 1.02234 0.17222 -1.11481 -0.8 1.4 0.3
O 0.10685 2.68007 -0.87019 0.8 0.0 1.0
O -0.51687 1.30171 -2.64610 -0.5 -2.5 0.1
S -0.26501 1.29242 -1.02223 0.2 -0.4 -1.7
H -0.39935 -1.21784 -0.20691 -0.3 0.3 -1.0
H 0.23882 -2.59321 0.64267 0.6 0.0 0.3
H -1.33320 -2.09213 1.02269 -0.4 0.0 -0.3
H 0.16820 -1.19602 2.71702 0.1 0.2 1.2
H 0.12394 0.99370 2.32641 0.3 0.9 0.4
H -0.39639 2.14150 -3.04746 0.3 1.6 -0.1
H 1.65991 0.46444 -1.77653 0.1 0.2 -0.2
```
Forces are in eV/Å.

No. 2
C2H7NO3S | the ωB97M-V functional and the def2-TZVPD basis

Summary:
frontier orbital gap: 10.13 eV
relative energy (zero: lowest compared OMol25 entry of this formula, charge and spin): 158.5 kJ/mol

XYZ file:
```
14
Properties=species:S:1:pos:R:3:forces:R:3
C -2.02706 -0.72967 -0.09349 -0.3 0.5 0.9
C -1.66333 0.76413 -0.00126 0.7 0.7 0.0
N -0.49764 1.10076 -0.36377 -0.1 -0.4 0.0
O 1.15765 -0.75079 0.88429 1.1 0.3 -2.1
O 2.35681 1.43477 0.55790 0.3 0.5 0.8
O 3.26212 -0.57339 -0.65086 -1.2 0.8 0.7
S 1.91324 0.34750 -0.25444 -0.5 -2.4 -0.9
H -2.63264 -0.82057 -0.95429 -0.4 -0.2 -1.5
H -1.17571 -1.45467 -0.17310 -0.8 1.1 0.2
H -2.78423 -1.04514 0.64547 0.8 0.2 0.3
H -2.38593 1.57755 0.31726 0.3 -1.3 -0.1
H -0.10844 2.04603 -0.32392 -1.2 0.1 0.2
H 3.75069 -0.45777 0.16375 1.1 -0.4 0.5
H 0.83446 -1.43874 0.24646 0.3 0.5 1.0
```
Forces are in eV/Å.

What did the first record say?
C2H7NO3S | the ωB97M-V functional and the def2-TZVPD basis

Summary:
frontier orbital gap: 10.57 eV
relative energy (zero: lowest compared OMol25 entry of this formula, charge and spin): 122.6 kJ/mol

XYZ file:
```
14
Properties=species:S:1:pos:R:3:forces:R:3
C -0.36039 -1.69409 0.73037 -0.8 -1.6 0.1
C -0.03403 -0.74096 1.77455 0.5 0.2 -1.3
N -0.01484 0.48818 1.47052 -0.1 -0.2 1.2
O 1.02234 0.17222 -1.11481 -0.8 1.4 0.3
O 0.10685 2.68007 -0.87019 0.8 0.0 1.0
O -0.51687 1.30171 -2.64610 -0.5 -2.5 0.1
S -0.26501 1.29242 -1.02223 0.2 -0.4 -1.7
H -0.39935 -1.21784 -0.20691 -0.3 0.3 -1.0
H 0.23882 -2.59321 0.64267 0.6 0.0 0.3
H -1.33320 -2.09213 1.02269 -0.4 0.0 -0.3
H 0.16820 -1.19602 2.71702 0.1 0.2 1.2
H 0.12394 0.99370 2.32641 0.3 0.9 0.4
H -0.39639 2.14150 -3.04746 0.3 1.6 -0.1
H 1.65991 0.46444 -1.77653 0.1 0.2 -0.2
```
Forces are in eV/Å.

Which value of frontier orbital gap does entry 2 give? 10.13 eV

What is the relative energy (zero: lowest compared OMol25 entry of this formula, charge and spin) in the second record? 158.5 kJ/mol